ORCA calculation (ωB97M-V with the def2-TZVPD basis set) on C43H77MgN10O as an isolated structure.

Values from the calculation:
DFT total energy	-2507.2636	Ha
energy relative to the best compared isomer or geometry (same formula, charge and spin)	0.00	kJ/mol
total charge	+1
E_LUMO	-5.94	eV
Kohn-Sham gap	6.78	eV

CARTESIAN COORDINATES (ANGSTROEM)
Mg -1.17752 3.50843 -1.42366
C -1.64579 -0.31462 -0.31491
C -1.02489 0.94380 0.29275
C 0.18484 0.61040 1.13139
O -0.68663 1.88981 -0.69774
H -1.83393 -1.04157 0.47498
H -0.95878 -0.72208 -1.05926
H -2.58317 -0.06227 -0.81348
H -1.79976 1.35901 0.95117
H -0.04050 -0.08852 1.93795
H 0.58175 1.51586 1.60755
H 1.00877 0.20840 0.53124
C -5.16478 -0.76817 -2.55957
C -4.95573 -1.10162 -4.03418
C -5.70785 -2.31793 -4.54139
C -7.11888 -2.28747 -4.17890
N -8.22941 -2.27016 -3.88706
H -6.20252 -0.49921 -2.36737
H -4.52033 0.06218 -2.26702
H -4.91976 -1.62603 -1.92344
H -3.89771 -1.15659 -4.29193
H -5.32087 -0.22626 -4.58782
H -5.26344 -3.22337 -4.11522
H -5.58503 -2.41767 -5.61970
C -1.93677 2.94295 4.09758
C -0.65710 2.23019 4.46282
C -0.55728 1.97838 5.97473
C -1.53819 1.03162 6.45654
N -2.32745 0.28393 6.81881
H -2.79210 2.29708 4.32167
H -2.00787 3.13288 3.02027
H -2.08007 3.88262 4.63132
H 0.21953 2.81690 4.18294
H -0.65630 1.24437 3.99665
H -0.69897 2.90525 6.54400
H 0.45752 1.67165 6.23245
C 2.51600 -2.08090 -1.85966
C 3.69926 -1.65186 -2.73022
C 5.04563 -2.17241 -2.23044
C 5.26423 -1.85162 -0.82016
N 5.40936 -1.51266 0.26621
H 2.59315 -1.66377 -0.85153
H 2.48993 -3.16766 -1.76609
H 1.57704 -1.75689 -2.30546
H 3.73019 -0.56483 -2.81335
H 3.53690 -2.06824 -3.72770
H 5.85756 -1.68778 -2.78222
H 5.19518 -3.23936 -2.39709
C 0.46928 -4.52823 1.07194
C -0.38518 -3.69701 1.99312
C 0.36956 -2.99142 3.10996
C 1.12491 -3.92070 3.95270
N 1.71741 -4.64905 4.61227
H -0.15820 -4.96285 0.28638
H 0.97092 -5.36995 1.54735
H 1.18057 -3.91349 0.50848
H -1.17751 -4.31598 2.42043
H -0.88640 -2.94045 1.38156
H -0.33300 -2.46502 3.76164
H 1.05567 -2.25240 2.68752
C -4.66887 1.39392 1.03534
C -5.60763 0.48837 1.82208
C -4.99712 -0.91182 1.92824
C -3.82721 -0.90361 2.80789
N -2.90460 -0.88697 3.48902
H -4.39696 0.90118 0.09546
H -3.73356 1.51202 1.58511
H -5.11700 2.36325 0.82114
H -6.60493 0.45249 1.39072
H -5.69280 0.89465 2.83314
H -4.66074 -1.23885 0.93850
H -5.71262 -1.65622 2.27677
C -2.45870 -4.03655 -3.25293
C -1.30462 -3.94764 -2.25207
C -0.09971 -4.79453 -2.68936
C 0.64965 -4.19543 -3.77946
N 1.27026 -3.66424 -4.58660
H -2.12919 -3.73460 -4.25293
H -3.28446 -3.39257 -2.94919
H -2.84219 -5.05271 -3.34820
H -1.68534 -4.37492 -1.31975
H -0.99733 -2.92677 -2.02169
H -0.42782 -5.82029 -2.87206
H 0.57805 -4.94634 -1.84118
C 3.08121 7.12105 -0.19621
C 2.53820 6.77199 1.16892
C 2.13079 5.30504 1.30002
C 1.11738 4.92535 0.33042
N 0.32279 4.62330 -0.44146
H 2.40421 6.84754 -1.01024
H 4.04129 6.63308 -0.37713
H 3.25436 8.19303 -0.28562
H 1.72029 7.43553 1.45650
H 3.31078 6.94840 1.91956
H 1.72501 5.06303 2.28500
H 2.98262 4.63697 1.12717
C -1.51730 0.59695 -4.05167
C -0.28717 -0.29593 -3.87971
C 0.87807 0.10020 -4.78980
C 0.49887 0.16075 -6.19666
N 0.20698 0.21425 -7.30455
H -1.89253 0.50455 -5.07126
H -1.29241 1.64729 -3.80785
H -2.33254 0.34056 -3.37221
H -0.58771 -1.32699 -4.08003
H 0.03019 -0.24538 -2.83726
H 1.71783 -0.57920 -4.64291
H 1.23132 1.10284 -4.51847
C 3.49502 3.37092 -2.08327
C 2.92070 2.04489 -1.56745
C 3.84120 1.31706 -0.60690
C 4.19462 2.13678 0.54460
N 4.49266 2.79351 1.43691
H 3.85543 3.97569 -1.24355
H 2.76193 3.95421 -2.63833
H 4.37128 3.21772 -2.71648
H 2.69684 1.41469 -2.43044
H 1.97644 2.25889 -1.06022
H 4.76010 1.00269 -1.10436
H 3.35931 0.41956 -0.21363
C 2.25870 -0.35346 4.62832
C 3.35001 0.07277 3.66714
C 4.71287 0.10553 4.34953
C 5.01100 -1.12066 5.07598
N 5.25198 -2.09433 5.63349
H 2.33793 -1.38773 4.97098
H 1.25637 -0.28269 4.19295
H 2.25752 0.25616 5.53645
H 3.10809 1.04970 3.24302
H 3.41326 -0.58798 2.79409
H 4.72860 0.94209 5.05500
H 5.53557 0.28038 3.65382